*a*
{"formula": "C2H9N2", "method": "ωB97M-V/def2-TZVPD", "total_charge": 1, "smiles": "NCC[NH3+]", "gap_ev": 9.876, "species": ["N", "C", "C", "N", "H", "H", "H", "H", "H", "H", "H", "H", "H"], "positions_angstrom": [[1.696, -0.720, -0.550], [0.754, -0.283, 0.509], [-0.255, 0.442, -0.342], [-1.729, 0.468, 0.129], [2.564, -1.084, -0.215], [1.246, -1.609, -1.043], [1.505, 0.549, 1.152], [0.395, -1.037, 1.144], [0.007, 0.220, -1.436], [-0.010, 1.495, -0.336], [-2.068, -0.462, 0.493], [-1.684, 1.159, 0.979], [-2.423, 0.862, -0.483]], "lowdin_charge": [-0.045, -0.273, -0.176, 0.182, 0.064, 0.141, 0.201, 0.081, 0.154, 0.117, 0.186, 0.218, 0.152]}

=====

*b*
{"formula": "C2H9N2", "method": "ωB97M-V/def2-TZVPD", "total_charge": 1, "gap_ev": 10.897, "species": ["C", "H", "H", "H", "H", "N", "C", "N", "H", "H", "H", "H", "H"], "positions_angstrom": [[-0.212, 4.272, 0.684], [-0.456, 3.471, -0.014], [0.521, 4.920, 0.207], [-1.118, 4.875, 0.752], [0.133, 3.929, 1.651], [-0.131, -1.743, 0.221], [0.438, -2.871, -0.173], [0.088, -3.544, -1.240], [-0.920, -1.292, -0.220], [0.127, -1.527, 1.179], [1.343, -3.096, 0.378], [0.731, -4.268, -1.529], [-0.545, -3.124, -1.897]], "lowdin_charge": [-0.052, 0.005, 0.017, 0.018, 0.012, 0.195, -0.154, 0.207, 0.147, 0.144, 0.169, 0.147, 0.145]}

=====

Most stable = *b*

=====

*a*
{"formula": "C2H7NO2S2", "method": "ωB97M-V/def2-TZVPD", "gap_ev": [6.818, 9.384], "species": ["C", "C", "N", "O", "O", "S", "S", "H", "H", "H", "H", "H", "H", "H"], "positions_angstrom": [[1.863, 1.835, -0.467], [-1.714, -1.039, 1.044], [0.822, -0.407, 0.252], [-0.983, -0.194, -1.461], [-0.987, 1.455, 0.399], [1.339, -1.745, -0.589], [-0.729, 0.126, -0.090], [2.643, 1.205, -0.071], [1.337, 1.588, -1.273], [1.543, 2.718, 0.219], [-2.371, -1.564, 0.406], [-0.959, -1.710, 1.492], [-2.193, -0.433, 1.748], [0.390, -1.836, -1.608]], "lowdin_charge": [0.121, -0.081, -0.618, -0.379, -0.320, 0.762, 0.484, -0.007, -0.068, 0.063, 0.039, 0.055, 0.031, -0.084]}

=====

*b*
{"formula": "C2H7NO2S2", "method": "ωB97M-V/def2-TZVPD", "gap_ev": 10.134, "species": ["C", "C", "N", "O", "O", "S", "S", "H", "H", "H", "H", "H", "H", "H"], "positions_angstrom": [[-1.004, 1.401, 0.911], [1.191, -1.699, -0.213], [-0.759, 0.042, 0.468], [1.686, 0.781, 0.515], [0.715, 0.542, -1.633], [-1.882, -0.529, -0.646], [0.877, -0.020, -0.292], [-0.122, 1.964, 0.661], [-1.861, 1.788, 0.312], [-1.154, 1.351, 1.940], [1.015, -2.011, 0.807], [0.555, -2.172, -0.825], [2.298, -1.859, -0.515], [-1.554, 0.422, -1.490]], "lowdin_charge": [-0.177, -0.157, -0.674, -0.284, -0.341, 0.791, 0.549, 0.065, 0.079, 0.063, 0.081, 0.001, 0.130, -0.125]}

=====

Most stable = *b*

=====

*a*
{"formula": "C4H6OS2", "method": "ωB97M-V/def2-TZVPD", "gap_ev": [6.839, 7.704], "species": ["C", "C", "C", "C", "O", "S", "S", "H", "H", "H", "H", "H", "H"], "positions_angstrom": [[0.432, -0.810, -1.374], [-1.010, 0.820, 0.610], [-0.505, -1.872, -1.160], [0.985, 1.581, 1.585], [-0.372, 1.685, 1.255], [1.485, -0.444, -2.501], [-2.642, 0.781, 0.187], [-0.309, -2.952, -1.446], [-1.364, -1.751, -1.860], [-0.857, -1.754, -0.112], [1.303, 2.004, 2.592], [1.586, 2.183, 0.897], [1.268, 0.528, 1.327]], "lowdin_charge": [-0.716, -0.663, -0.247, -0.065, -0.158, 0.690, 0.607, 0.102, 0.095, 0.049, 0.119, 0.090, 0.098]}

=====

*b*
{"formula": "C4H6OS2", "method": "ωB97M-V/def2-TZVPD", "gap_ev": 8.181, "species": ["C", "C", "C", "C", "H", "H", "H", "H", "H", "H", "O", "S", "S"], "positions_angstrom": [[0.576, 1.421, 0.565], [0.888, -0.039, 0.235], [-1.791, 0.067, 0.309], [-3.022, -0.527, -0.334], [-0.960, 2.002, -0.704], [1.467, 2.165, 0.550], [-0.208, 1.647, 1.305], [-1.837, 1.250, 1.057], [-2.934, -1.385, -1.185], [-3.676, 0.220, -0.019], [-0.039, 2.099, -0.605], [2.277, -0.646, -0.211], [-0.492, -1.117, 0.160]], "lowdin_charge": [-0.293, -1.143, -0.500, -0.073, 0.017, 0.154, 0.071, 0.201, 0.112, -0.012, -0.118, 0.706, 0.879]}

=====

*c*
{"formula": "C4H6OS2", "method": "ωB97M-V/def2-TZVPD", "smiles": "S=CO[C@@H]1C[C@@H]1S", "gap_ev": 9.084, "species": ["S", "C", "O", "C", "C", "C", "S", "H", "H", "H", "H", "H", "H"], "positions_angstrom": [[-1.511, -3.309, 0.220], [-1.228, -1.683, 0.152], [-0.280, -1.100, -0.606], [-0.309, 0.335, -0.721], [1.057, 0.894, -0.807], [0.228, 1.168, 0.411], [0.670, 0.488, 2.017], [-1.757, -0.967, 0.841], [-1.150, 0.714, -1.313], [1.266, 1.691, -1.520], [1.867, 0.175, -0.715], [-0.150, 2.179, 0.496], [1.297, -0.585, 1.545]], "lowdin_charge": [0.643, -0.731, -0.138, -0.306, -0.104, -0.581, 0.769, 0.085, 0.159, 0.113, 0.117, 0.099, -0.126]}

=====

*d*
{"formula": "C4H6OS2", "method": "ωB97M-V/def2-TZVPD", "smiles": "CSC(=S)CC=O", "gap_ev": 8.535, "species": ["C", "S", "C", "S", "C", "C", "O", "H", "H", "H", "H", "H", "H"], "positions_angstrom": [[0.999, 0.806, -2.305], [-0.715, 0.202, -1.566], [-0.007, -0.616, -0.182], [1.469, -1.059, 0.026], [-0.864, -0.747, 1.027], [-0.837, 0.151, 2.201], [-0.394, 1.304, 2.488], [1.538, 0.105, -3.011], [1.709, 0.872, -1.259], [0.755, 1.947, -2.925], [-0.275, -1.522, 1.610], [-1.975, -1.253, 0.844], [-1.404, -0.189, 3.052]], "lowdin_charge": [-0.400, 0.805, -1.204, 0.801, -0.315, -0.255, 0.005, 0.021, 0.031, 0.116, 0.096, 0.189, 0.110]}

=====

Most stable = *c*